The following is a DFT calculation (wB97M-V/def2-TZVPD) of the ion C7H6FO3S with charge -1 in a non-equilibrium geometry.

Bonds (Å) are listed after each position.
Geometry (Å):
1 C -2.521 -0.774 -0.126  C2 1.385, C3 1.384, H13 1.082
2 C -2.251 0.189 0.832  C1 1.385, C4 1.385, H14 1.083
3 C -1.552 -1.099 -1.061  C1 1.384, C5 1.381, H15 1.082
4 C -1.017 0.817 0.869  C2 1.385, C6 1.388, H16 1.081
5 C -0.325 -0.468 -1.028  C3 1.381, C6 1.389, H17 1.079
6 C -0.041 0.490 -0.063  C4 1.388, C5 1.389, C7 1.511
7 C 1.332 1.120 -0.048  C6 1.511, O10 1.451, F11 1.391, H18 1.099
8 O 3.489 0.131 1.331  S12 1.476
9 O 2.796 -1.917 0.202  S12 1.468
10 O 2.207 0.378 -0.936  C7 1.451, S12 1.874
11 F 1.243 2.437 -0.486  C7 1.391
12 S 3.452 -0.612 0.056  O8 1.476, O9 1.468, O10 1.874
13 H -3.480 -1.274 -0.144  C1 1.082
14 H -3.007 0.442 1.565  C2 1.083
15 H -1.751 -1.852 -1.812  C3 1.082
16 H -0.810 1.559 1.627  C4 1.081
17 H 0.452 -0.719 -1.732  C5 1.079
18 H 1.784 1.151 0.954  C7 1.099

The total energy comes out at -27053.2234 eV. Its total charge is -1. Its max |F| is 2.81 eV Å⁻¹. Its spin multiplicity is 1. Its HOMO energy is -4.69 eV. As for the HOMO-LUMO gap: 8.151 eV.

Results of the Löwdin charge analysis, in e, for atoms 1 through 5: C -0.117; C -0.108; C -0.090; C -0.038; C -0.022